DFT (ωB97M-V/def2-TZVPD) results for a 2-piece molecular cluster, C16H22BClF2N4O8 overall at a distorted geometry.

Its net charge is 0. For the highest occupied orbital energy, the calculation gives -8.578 eV. For the orbital gap, the calculation gives 5.11 eV. The largest force on an atom comes out at 5.76 eV Å⁻¹. The calculation puts the total energy at -57919.0725 eV.

Geometry (Å):
C  -1.90409  2.20471  0.29723
C  -1.64629  1.51719  1.70246
C  -1.71812  -0.08628  1.61606
O  -0.43714  -0.68782  1.97734
C  0.49265  -0.31016  0.98228
N  1.44956  -1.37850  0.60274
C  1.48119  -2.77882  0.88658
C  0.41524  -3.58966  1.70255
C  -0.91644  -3.65340  0.80790
C  -0.71717  -4.36715  -0.59244
C  2.64322  -3.44775  0.28491
N  3.04690  -4.82909  0.31572
C  4.18286  -4.97499  0.86748
O  5.32988  -4.98251  1.05477
N  3.30864  -2.36319  -0.39323
O  4.42407  -2.61777  -1.10872
N  5.61057  -2.29767  -0.37798
O  5.88841  -1.20181  -0.67484
C  2.59843  -1.19120  -0.19045
C  3.01218  0.20922  -0.82473
C  2.96486  -0.01287  -2.42590
C  1.78106  0.76569  -3.13590
Cl  2.36683  2.19628  -4.10130
H  -2.82521  1.72635  -0.16766
H  -2.16068  3.29950  0.39635
H  -1.01697  2.01501  -0.37735
H  -2.44542  1.89050  2.42234
H  -0.66251  1.86290  2.15480
H  -2.54398  -0.45897  2.29213
H  -2.03794  -0.35468  0.55849
H  -0.01241  0.03754  0.02387
H  1.06098  0.60179  1.36484
H  0.81914  -4.62476  1.92420
H  0.17232  -3.01102  2.64052
H  -1.28634  -2.60191  0.61860
H  -1.71915  -4.18048  1.40162
H  0.31065  -4.25843  -1.04186
H  -1.44264  -3.90949  -1.34057
H  -0.94772  -5.48042  -0.57561
H  4.03067  0.52975  -0.46622
H  2.24815  0.95871  -0.47741
H  2.81933  -1.11385  -2.67467
H  3.99066  0.25722  -2.80778
H  1.28786  0.06730  -3.88494
H  0.95711  1.04694  -2.41008
B  -5.27813  6.98566  0.11889
O  -5.09320  6.07469  1.27277
C  -4.38630  5.04066  0.85447
O  -4.05581  4.10720  1.54949
C  -4.06752  5.20781  -0.58390
O  -3.43295  4.43449  -1.26272
O  -4.58529  6.34218  -1.02128
F  -4.69545  8.24917  0.39531
F  -6.65852  7.13620  -0.16915

Atomic partial charges in e from the Mulliken method, atoms 1 to 2: -0.57 -0.36